A 2-piece molecular cluster, C9H14O overall. Source: the Open Molecules 2025 dataset; level of theory: ωB97M-V/def2-TZVPD.

The calculation puts the energy above the lowest of the compared OMol25 structures with the same formula, charge and spin at 119.50 kJ/mol. For the lowest unoccupied orbital energy, the calculation gives 0.81 eV. As for the total energy: -11606.39821 eV. Its SMILES is Cc1ccc(O)cc1.CC.

Last columns: bonded neighbours and bond lengths (Å).
Element x y z (Å)
1 H -0.7138 -2.3174 2.5050  C21 1.104
2 O -0.0120 1.3748 1.7550  C4 1.360, H5 0.960
3 H 1.0726 -1.9105 2.5444  C21 1.114
4 C -0.0657 1.6976 0.4348  O2 1.360, C19 1.385, C20 1.406
5 H 0.5156 1.9199 2.3429  O2 0.960
6 H 1.8223 -4.0088 3.2782  C12 1.103
7 H 0.3418 -2.8571 1.3177  C21 1.101
8 C 0.6807 2.2001 -1.7619  H17 1.073, C18 1.376, C19 1.423
9 C -0.5883 1.7330 -3.8193  H13 1.087, C18 1.548, H23 1.079, H24 1.110
10 H 0.6307 -4.9218 2.5321  C12 1.097
11 H -2.0640 1.0966 0.5723  C20 1.082
12 C 0.7355 -3.9833 3.0905  H6 1.103, H10 1.097, H15 1.101, C21 1.503
13 H -1.4208 1.1347 -4.1797  C9 1.087
14 H 1.9952 2.2648 -0.0347  C19 1.080
15 H 0.1843 -4.1444 4.0304  C12 1.101
16 H -2.5009 0.8858 -1.8369  C22 1.080
17 H 1.4790 2.3521 -2.4618  C8 1.073
18 C -0.4394 1.5953 -2.2851  C8 1.376, C9 1.548, C22 1.389
19 C 0.9850 2.0934 -0.3759  C4 1.385, C8 1.423, H14 1.080
20 C -1.2882 1.3197 -0.1485  C4 1.406, H11 1.082, C22 1.385
21 C 0.3118 -2.7131 2.4088  H1 1.104, H3 1.114, H7 1.101, C12 1.503
22 C -1.5280 1.2196 -1.5085  H16 1.080, C18 1.389, C20 1.385
23 H -0.4180 2.7524 -4.1290  C9 1.079
24 H 0.2845 1.2167 -4.2707  C9 1.110